1.
{
  "formula": "C16H30N2OP2PtS",
  "method": "ωB97M-V/def2-TZVPD",
  "spin_multiplicity": 5,
  "lumo_energy_ev": [-0.09, -1.59],
  "s_squared": 6.217,
  "orbital_gap_ev": [4.69, 5.02],
  "e_above_lowest_ev": 10.084,
  "homo_ev": [-4.789, -6.609],
  "charge": 0,
  "max_force_ev_per_a": 6.4,
  "elements": ["Pt", "P", "P", "N", "H", "C", "H", "H", "H", "C", "H", "H", "H", "C", "H", "H", "H", "C", "H", "H", "H", "C", "H", "H", "H", "C", "H", "H", "H", "C", "C", "C", "C", "C", "C", "H", "H", "H", "H", "H", "C", "O", "C", "H", "H", "H", "C", "H", "H", "H", "S", "C", "N"],
  "positions_angstrom": [[-0.0269, -0.0240, 0.0773], [-1.8821, -1.0399, -1.1887], [2.1173, 0.7044, 1.2276], [-0.5388, 1.6925, -0.3572], [-0.5529, -0.5555, 1.5956], [-3.4528, -1.5357, -0.3371], [-4.2227, -1.8837, -1.0494], [-3.8426, -0.6661, 0.2059], [-3.2642, -2.3332, 0.3926], [-1.5352, -2.5134, -2.2467], [-2.4473, -2.8617, -2.7632], [-1.1334, -3.3459, -1.6560], [-0.7864, -2.2329, -2.9969], [-2.5177, 0.1575, -2.4271], [-3.3356, -0.2761, -3.0220], [-1.6954, 0.4473, -3.0908], [-2.8799, 1.0526, -1.9121], [2.0197, 0.7895, 3.0636], [2.9620, 1.1832, 3.4855], [1.8243, -0.2028, 3.4929], [1.1982, 1.4572, 3.3551], [3.6141, -0.2932, 0.9509], [4.4451, 0.0805, 1.5436], [3.8603, -0.2919, -0.1115], [3.4537, -1.3532, 1.2405], [2.5901, 2.3684, 0.7215], [3.4975, 2.6772, 1.2591], [1.7771, 3.0638, 0.9415], [2.7771, 2.3664, -0.3552], [-0.8334, 2.8434, -0.7516], [-2.1455, 4.9064, -0.4968], [-1.8247, 3.6564, -0.0516], [-0.2209, 3.4386, -1.9322], [-0.5676, 4.6972, -2.3423], [-1.5274, 5.4479, -1.6410], [-2.8890, 5.4906, 0.0444], [-2.2694, 3.1911, 0.8300], [0.5130, 2.8139, -2.4442], [-0.0901, 5.1162, -3.2271], [-1.7945, 6.4517, -1.9827], [0.7249, -3.3157, 0.7726], [0.8227, -2.1412, -0.1835], [-0.6494, -3.4763, 1.3442], [-0.5817, -4.2522, 2.0980], [-1.3729, -3.7864, 0.5773], [-0.9945, -2.5209, 1.7737], [1.7024, -4.3476, 0.5388], [2.0126, -4.6114, 1.6968], [2.5997, -3.9465, 0.0468], [1.3226, -5.2338, 0.2130], [2.9700, -3.3862, 2.3642], [1.7762, -2.3790, 1.6605], [1.2942, -1.2873, 1.0536]],
  "atomic_forces_ev_per_a": [[-3.109, 2.150, 2.472], [-0.465, -0.576, -0.352], [-0.105, 0.708, -0.289], [0.475, -0.965, -0.573], [0.158, 0.506, -1.455], [0.000, 0.019, -0.146], [0.334, 0.154, 0.206], [0.083, -0.159, -0.087], [0.018, 0.200, -0.174], [-0.295, -0.053, -0.113], [0.299, 0.175, 0.146], [-0.052, 0.305, -0.101], [-0.099, -0.076, 0.176], [-0.117, -0.218, -0.040], [0.207, 0.121, 0.145], [-0.154, -0.008, 0.132], [0.087, -0.098, -0.078], [0.010, 0.097, 0.027], [-0.300, -0.170, -0.186], [0.063, 0.243, -0.204], [0.196, -0.144, -0.111], [0.475, -0.219, 0.151], [0.318, 0.230, -0.118], [0.094, 0.108, -0.021], [0.540, 1.201, -0.271], [0.921, 0.619, 0.575], [-0.055, 0.292, -0.231], [0.037, -0.054, -0.057], [-0.037, 0.020, 0.106], [-1.053, 3.504, -0.908], [-0.137, 0.454, -0.147], [0.525, -0.754, -0.140], [-0.105, -0.572, 0.576], [-0.066, 0.316, -0.153], [-0.042, 0.068, 0.015], [0.149, -0.054, -0.149], [0.015, 0.279, -0.209], [-0.155, 0.281, 0.028], [-0.135, -0.012, 0.169], [0.104, -0.381, 0.128], [2.360, 4.381, 1.330], [-0.452, -2.885, -0.718], [0.151, -0.184, -0.390], [-0.284, -0.115, 0.311], [0.163, -0.033, 0.163], [0.186, -0.449, -0.098], [0.637, -1.122, 0.487], [-0.697, -0.394, -2.120], [-0.680, -0.624, -0.201], [-0.682, -2.836, -1.692], [1.306, 2.519, 2.115], [-4.064, -0.769, 0.083], [3.428, -5.027, 1.990]],
  "mulliken_charge": [0.1413, 0.8261, 1.0311, -0.1659, -0.1150, -1.3043, 0.3966, 0.3340, 0.3180, -1.2160, 0.4142, 0.2681, 0.3348, -1.2398, 0.4427, 0.3333, 0.3447, -1.3618, 0.3878, 0.3342, 0.3195, -0.8657, 0.4684, 0.3260, -0.0871, -1.2463, 0.4375, 0.3217, 0.3076, -0.2692, -0.4719, -0.2568, 0.0159, -0.4948, -0.2962, 0.3514, 0.4245, 0.4508, 0.3512, 0.3580, 1.1782, -0.6007, -1.2820, 0.4233, 0.2041, 0.2408, -1.7311, 0.2452, 0.3960, 0.6101, -0.2959, -0.0109, -0.0258]
}

2.
{
  "formula": "C16H30N4O2Pd",
  "method": "ωB97M-V/def2-TZVPD",
  "lumo_energy_ev": [-6.72, -6.39],
  "orbital_gap_ev": [7.87, 8.02],
  "e_above_lowest_ev": 1.572,
  "homo_ev": [-14.589, -14.404],
  "charge": 2,
  "max_force_ev_per_a": 2.7,
  "elements": ["Pd", "O", "C", "C", "C", "C", "C", "C", "C", "C", "N", "H", "H", "H", "H", "H", "H", "H", "H", "H", "H", "H", "N", "C", "C", "C", "N", "C", "C", "N", "C", "H", "H", "H", "H", "H", "H", "H", "H", "H", "H", "H", "H", "H", "H", "H", "H", "C", "C", "O", "H", "H", "H"],
  "positions_angstrom": [[0.1692, 0.7418, 0.0111], [0.0211, -0.4267, 2.1017], [-0.6788, 0.4604, 3.0156], [0.2251, 1.5394, 3.5974], [0.9503, 2.4012, 2.5468], [-0.0083, 3.2864, 1.8013], [-0.1687, 4.6275, 2.1216], [-1.1036, 5.3836, 1.4335], [-1.8818, 4.7736, 0.4611], [-1.6745, 3.4338, 0.1948], [-0.7490, 2.7120, 0.8356], [0.7794, -0.7818, 2.5801], [-1.1110, -0.1319, 3.8235], [-1.4902, 0.8960, 2.4375], [0.9710, 1.0786, 4.2504], [-0.3983, 2.1837, 4.2204], [1.4702, 1.7653, 1.8215], [1.7104, 2.9996, 3.0467], [0.4359, 5.0689, 2.9023], [-1.2266, 6.4350, 1.6566], [-2.6363, 5.3249, -0.0817], [-2.2646, 2.9170, -0.5512], [0.7907, -3.9267, 0.4933], [0.6084, -4.3044, -0.9322], [1.5381, -3.4875, -1.8393], [1.1449, -2.0150, -2.0698], [1.4905, -1.1000, -0.9264], [-0.3361, -1.9276, -2.4594], [-1.2675, -2.6349, -1.4827], [-1.2020, -1.9438, -0.1456], [-0.8651, -4.1124, -1.3473], [1.7712, -4.0050, 0.7507], [0.3082, -4.6026, 1.0818], [-0.4007, -2.4308, 0.3913], [0.8682, -5.3572, -1.0614], [1.5317, -3.9734, -2.8163], [2.5657, -3.5485, -1.4691], [1.7150, -1.6690, -2.9323], [2.2934, -0.5402, -1.1841], [1.7778, -1.6471, -0.1256], [-0.4600, -2.3963, -3.4371], [-0.6303, -0.8875, -2.5743], [-2.2897, -2.5569, -1.8514], [-2.0613, -2.0576, 0.3880], [-0.9721, -0.9359, -0.2478], [-1.0071, -4.5771, -2.3227], [-1.5266, -4.6389, -0.6527], [0.8731, 2.6993, -2.7454], [0.1802, 1.7419, -1.8533], [-0.9160, 1.2977, -2.0101], [0.3253, 2.7876, -3.6811], [1.9038, 2.3928, -2.9229], [0.9072, 3.6687, -2.2414]],
  "atomic_forces_ev_per_a": [[1.945, 1.138, -0.424], [-0.345, 0.246, -0.146], [-0.045, 0.141, 0.341], [0.079, -0.102, -0.300], [-0.147, 0.014, 0.034], [-0.019, 0.061, 0.017], [-0.074, -0.056, 0.013], [0.012, -0.006, 0.014], [-0.059, -0.030, 0.031], [-0.084, 0.118, 0.000], [0.642, -0.558, -0.242], [0.122, -0.047, -0.138], [0.005, -0.033, -0.040], [-0.009, -0.040, -0.028], [-0.037, 0.001, 0.039], [0.034, -0.036, 0.108], [0.094, -0.002, 0.091], [-0.028, 0.057, -0.028], [0.014, -0.003, -0.017], [-0.012, -0.002, 0.007], [-0.002, -0.022, -0.009], [0.058, -0.003, -0.030], [-0.269, 0.310, -0.104], [-0.070, 0.118, -0.071], [0.003, 0.152, 0.200], [-0.224, -0.193, -0.118], [-0.371, 0.454, 0.098], [0.172, 0.134, 0.175], [0.160, -0.364, -0.569], [0.804, -0.993, 0.462], [0.155, 0.155, 0.369], [-0.037, -0.002, -0.039], [0.008, 0.069, -0.004], [-0.729, 0.567, -0.303], [-0.058, -0.017, -0.117], [0.064, 0.013, -0.035], [0.002, -0.014, -0.051], [0.030, 0.069, 0.053], [0.160, -0.096, -0.006], [0.023, -0.061, 0.141], [-0.034, -0.046, 0.030], [-0.047, 0.039, -0.039], [-0.018, 0.020, 0.105], [-0.022, 0.040, 0.045], [-0.320, -0.413, 0.051], [-0.073, 0.002, -0.022], [0.014, 0.014, -0.015], [0.785, 0.121, 0.304], [-1.878, -1.257, 1.463], [-0.305, 0.432, -1.391], [-0.079, -0.097, 0.049], [0.002, 0.036, 0.008], [0.008, -0.029, 0.037]],
  "mulliken_charge": [-0.1381, -0.3525, -0.5545, -0.6178, -0.8509, 0.7974, -0.7732, -0.3455, -0.7758, -0.6323, 0.3807, 0.2629, 0.3710, 0.2985, 0.3183, 0.4119, 0.2048, 0.4749, 0.4592, 0.4437, 0.4562, 0.5182, -0.6043, 0.1432, -1.4920, 0.1192, -0.3642, -0.9860, 0.0151, 0.3746, -1.2640, 0.2534, 0.2525, 0.4227, 0.4122, 0.4781, 0.3994, 0.4804, 0.3662, 0.2048, 0.5473, 0.0974, 0.4070, 0.4770, -0.1846, 0.4925, 0.3941, -1.3302, 0.9226, -0.4276, 0.3683, 0.3418, 0.3260]
}

3.
{
  "formula": "C16H31BF4N11O4",
  "method": "ωB97M-V/def2-TZVPD",
  "spin_multiplicity": 2,
  "lumo_energy_ev": [-1.37, -5.50],
  "s_squared": 0.761,
  "orbital_gap_ev": [6.98, 2.85],
  "homo_ev": [-8.351, -8.351],
  "charge": 0,
  "max_force_ev_per_a": 8.9,
  "elements": ["B", "F", "F", "F", "F", "C", "O", "N", "N", "H", "H", "H", "H", "C", "O", "N", "N", "H", "H", "H", "H", "C", "O", "N", "N", "H", "H", "H", "H", "C", "O", "N", "N", "H", "H", "H", "H", "N", "C", "C", "C", "C", "H", "H", "H", "H", "H", "N", "C", "C", "C", "C", "H", "H", "H", "H", "H", "N", "C", "C", "C", "C", "H", "H", "H", "H", "H"],
  "positions_angstrom": [[-20.4048, 18.0685, -3.3867], [-19.8999, 19.1474, -4.1367], [-20.2864, 18.3366, -2.0043], [-21.6985, 17.7089, -3.6565], [-19.5943, 17.0246, -3.6699], [-23.9086, 18.6473, -5.7824], [-24.8178, 18.9105, -6.5167], [-22.9683, 19.4566, -5.4694], [-23.8680, 17.4776, -5.2026], [-23.2748, 20.4140, -5.5667], [-22.3934, 19.2376, -4.6684], [-24.6279, 16.8189, -5.2960], [-23.0830, 17.3110, -4.5893], [-23.6398, 19.3060, -1.1667], [-24.4804, 19.9902, -0.6929], [-23.8263, 18.2246, -1.7986], [-22.3655, 19.5255, -0.9408], [-24.7622, 17.9411, -2.0513], [-23.1527, 17.6072, -2.2291], [-21.6472, 18.9646, -1.3762], [-22.2693, 20.3812, -0.4129], [-20.0815, 14.0280, -5.2892], [-20.3863, 13.0258, -5.8943], [-18.9103, 14.4605, -5.2017], [-20.9423, 14.8681, -4.7803], [-18.1667, 13.8974, -5.5891], [-18.6360, 15.2657, -4.6571], [-20.4895, 15.6537, -4.3354], [-21.9350, 14.6836, -4.7560], [-16.8098, 18.9805, -1.2361], [-15.6403, 19.4015, -1.1906], [-17.4746, 18.8970, -2.3086], [-17.4480, 18.5427, -0.2028], [-17.0544, 19.3271, -3.1201], [-18.4715, 18.7493, -2.3759], [-18.4556, 18.5732, -0.2658], [-16.9901, 18.3721, 0.6811], [-19.5845, 21.5866, -2.3140], [-19.4778, 21.9037, -0.9664], [-18.9338, 23.1722, -0.9161], [-19.0024, 23.7651, -2.1838], [-19.3786, 22.7583, -3.0319], [-19.7907, 20.6766, -2.7005], [-19.6394, 21.1137, -0.2480], [-18.5753, 23.7836, -0.1012], [-18.8802, 24.8185, -2.3882], [-19.6160, 22.8013, -4.0846], [-20.6467, 16.8722, 0.2732], [-20.4538, 17.4782, 1.4828], [-20.0863, 16.4345, 2.3660], [-19.9909, 15.2040, 1.6582], [-20.4105, 15.4691, 0.4058], [-20.8485, 17.3182, -0.6103], [-20.4511, 18.5486, 1.6263], [-19.9093, 16.5518, 3.4250], [-19.7292, 14.2452, 2.0808], [-20.6327, 14.8390, -0.4427], [-17.1231, 17.4670, -4.8544], [-15.8039, 17.2272, -5.1245], [-15.4428, 17.7018, -6.4300], [-16.7063, 17.9925, -6.9197], [-17.6558, 17.9308, -5.9859], [-17.6396, 17.3068, -4.0013], [-15.2128, 16.7248, -4.3731], [-14.4975, 17.7561, -6.9494], [-16.8126, 18.1903, -7.9761], [-18.7203, 18.0573, -6.1175]],
  "atomic_forces_ev_per_a": [[-0.042, 1.052, -0.061], [-0.570, 0.162, 0.244], [0.691, 0.216, -0.400], [-0.006, 0.197, 0.143], [1.814, -1.809, -0.273], [-3.317, -1.790, -1.058], [-1.957, 1.248, -1.993], [3.855, 3.978, 1.212], [0.875, -3.580, 1.969], [0.475, 0.048, -0.058], [-0.235, 0.413, -0.251], [0.325, 0.344, -0.185], [-0.825, -0.580, -0.313], [1.338, 1.130, 1.680], [-3.205, 2.393, 1.074], [-2.679, -6.296, -4.133], [2.691, 1.536, 0.829], [-0.013, 0.393, 0.273], [0.195, 0.696, 0.453], [-0.360, 1.070, 0.596], [0.916, -0.173, -0.195], [-5.087, -2.621, -1.819], [-0.230, -1.689, -0.569], [8.645, 2.048, 0.307], [-2.266, 2.112, 1.716], [-0.214, 0.058, 0.142], [-0.223, -0.428, -0.103], [-1.369, -0.089, 0.107], [0.442, 0.067, 0.000], [5.665, 1.664, 2.903], [-0.422, -0.524, -0.393], [-2.846, -0.013, -6.950], [-2.262, -1.245, 3.479], [-0.138, 0.329, 0.340], [0.459, 0.109, 0.518], [0.154, -0.530, 0.623], [-0.206, 0.373, -0.250], [-0.529, 1.581, 0.257], [1.587, -0.475, -0.800], [-0.784, 0.578, 1.278], [-0.079, -0.832, -0.585], [-0.273, -0.603, -0.730], [-0.238, 0.473, 0.030], [0.230, 0.249, 0.204], [-0.365, -0.537, 0.528], [0.232, -0.231, -0.214], [0.170, -0.133, 0.013], [0.161, -1.955, 0.227], [0.817, -2.160, 0.840], [0.152, 1.480, -0.165], [-0.581, 0.591, 0.852], [-0.436, 1.941, -1.775], [-0.030, -0.279, 0.639], [-0.346, -0.138, -0.015], [0.130, 0.124, -0.086], [-0.120, 0.075, -0.106], [0.231, -0.029, 0.060], [1.022, -0.336, -0.438], [0.899, 0.187, 1.341], [-2.284, -0.497, 0.880], [4.122, 0.900, -4.592], [-3.390, -0.654, 1.669], [0.100, -0.059, 0.400], [0.170, 0.120, 0.011], [-0.071, -0.290, 0.288], [-0.550, 0.393, 0.132], [-0.014, 0.250, 0.251]],
  "mulliken_charge": [0.6739, -0.4799, 0.2498, 0.0675, -1.0179, 0.3750, -0.7099, -0.3373, -0.3761, 0.2297, 0.2333, 0.1521, 0.5223, 0.4402, -0.7204, -0.1393, -0.0916, 0.2437, -0.0116, -0.0122, 0.1999, 0.4746, -0.7215, -0.1803, -0.2213, 0.1735, 0.1268, 0.4532, 0.1308, 0.4431, -0.7563, 0.0518, -0.2089, 0.2439, -0.3685, -0.0057, 0.2066, 0.2488, -0.4520, -0.7099, -0.5098, -0.5130, 0.3393, 0.4069, 0.3991, 0.3932, 0.3891, 0.2622, -0.3645, -0.6770, -0.5301, -0.5268, -0.0883, 0.3874, 0.4187, 0.4222, 0.3906, 0.4496, -0.2326, -0.5026, -0.5127, -0.1863, 0.1708, 0.4877, 0.4342, 0.4585, 0.4145]
}

Number 1: E -2012.09861 Eh. Number 2: E -1124.52606 Eh. Number 3: E -1956.04812 Eh.